C50H71F3KN3O4P2Se2 as an isolated structure. Source: the OMol25 dataset; level of theory: ωB97M-V/def2-TZVPD.

Values from the calculation:
Orbital gap, eV: 5.14
Relative energy (zero: lowest compared OMol25 entry of this formula, charge and spin), eV: 2.066
M, g mol⁻¹: 1094.10
Net charge: -2
LUMO level, Eh: 0.13556
Highest occupied orbital energy, Ha: -0.054

XYZ file:
```
136
Properties=species:S:1:pos:R:3:lowdin_charge:R:1
K -0.3705 -0.1875 0.2243 0.523
C -0.3881 -6.3126 -4.4214 -0.061
C 0.2934 -6.3751 -3.0462 -0.555
C 1.8022 -6.2579 -3.2703 -0.073
C 0.0133 -7.7427 -2.4077 -0.053
C -0.2526 -5.2741 -2.1307 -0.187
C 0.5866 -4.3970 -1.4698 0.017
C 0.1033 -3.4048 -0.5889 -0.235
N 0.8681 -2.4248 -0.0255 0.009
C 2.1440 -2.6606 0.3420 -0.225
C 2.6375 -3.9434 0.6768 0.016
C 3.9468 -4.1744 1.0486 -0.186
C 4.8291 -3.1024 1.0717 -0.042
C 4.4160 -1.7887 0.8005 -0.107
C 3.0645 -1.5703 0.5240 -0.261
O 2.5532 -0.2772 0.3872 -0.479
C 5.5444 -0.7332 0.8166 -0.521
C 6.6803 -1.2067 -0.1107 -0.063
C 5.1728 0.6694 0.3247 -0.069
C 6.0915 -0.5946 2.2449 -0.049
C 4.4479 -5.5726 1.4202 -0.554
C 4.9888 -5.5588 2.8560 -0.055
C 5.5743 -5.9848 0.4620 -0.056
C 3.3481 -6.6313 1.3373 -0.071
C -1.3075 -3.3713 -0.3882 -0.225
O -1.8021 -2.4084 0.4539 -0.240
C -2.1776 -4.2321 -1.0605 -0.091
C -1.6288 -5.1782 -1.9292 -0.017
C -3.6968 -4.1129 -0.8683 -0.519
C -4.4794 -5.0599 -1.7890 -0.085
C -4.0662 -4.4694 0.5782 -0.037
C -4.1764 -2.6902 -1.1909 -0.044
H 0.0316 -7.0738 -5.0881 0.074
H -0.2381 -5.3321 -4.8791 0.088
H -1.4632 -6.4838 -4.3525 0.069
H 2.1305 -7.0373 -3.9645 0.077
H 2.3621 -6.3829 -2.3401 0.073
H 2.0721 -5.2878 -3.6935 0.088
H 0.3871 -8.5517 -3.0460 0.076
H -1.0571 -7.8924 -2.2538 0.076
H 0.5029 -7.8154 -1.4340 0.084
H 1.6528 -4.4379 -1.6395 0.098
H 1.9273 -4.7573 0.6517 0.095
H 5.8659 -3.2776 1.3305 0.085
H 6.3156 -1.3145 -1.1352 0.090
H 7.1054 -2.1629 0.1912 0.064
H 7.4846 -0.4639 -0.1079 0.075
H 4.6582 0.6500 -0.6352 0.094
H 6.0932 1.2542 0.2197 0.082
H 4.5415 1.1810 1.0449 0.029
H 6.4746 -1.5461 2.6201 0.073
H 5.3046 -0.2530 2.9205 0.076
H 6.9052 0.1391 2.2640 0.079
H 5.8122 -4.8499 2.9620 0.072
H 5.3530 -6.5532 3.1379 0.075
H 4.2058 -5.2638 3.5578 0.091
H 6.4118 -5.2860 0.5082 0.071
H 5.2134 -6.0024 -0.5693 0.084
H 5.9474 -6.9836 0.7145 0.075
H 2.5243 -6.4098 2.0192 0.090
H 3.7604 -7.6087 1.6059 0.077
H 2.9332 -6.7052 0.3290 0.073
H -2.2809 -5.8595 -2.4572 0.081
H -4.2640 -6.1117 -1.5846 0.078
H -4.2690 -4.8665 -2.8441 0.081
H -5.5490 -4.9056 -1.6235 0.075
H -3.7059 -5.4726 0.8236 0.090
H -5.1558 -4.4549 0.7011 0.080
H -3.6307 -3.7799 1.2983 0.049
H -3.9502 -2.4421 -2.2326 0.088
H -3.7056 -1.9417 -0.5531 0.065
H -5.2633 -2.6343 -1.0634 0.079
C -1.4819 -0.7967 4.2655 -0.278
P -2.2558 -0.4725 2.6317 0.782
C -3.9379 -1.1942 2.8938 -0.267
C -2.8425 1.3630 3.0973 -0.349
C -2.7208 1.9817 4.3443 -0.131
C -2.9660 3.3365 4.5385 -0.112
C -3.3698 4.1216 3.4697 -0.109
C -3.5147 3.5380 2.2193 -0.124
C -3.2454 2.1856 2.0173 -0.394
P -3.3476 1.4931 0.2921 0.886
C -5.1593 1.2059 0.1149 -0.299
C -3.2417 2.9976 -0.7586 -0.327
H -2.2138 -0.7536 5.0782 0.033
H -0.7090 -0.0497 4.4648 0.023
H -1.0229 -1.7837 4.2672 0.021
H -4.4803 -0.6050 3.6352 0.034
H -3.8523 -2.2227 3.2402 0.030
H -4.5079 -1.1955 1.9606 0.013
H -2.4103 1.3867 5.1986 0.077
H -2.8295 3.7783 5.5211 0.090
H -3.5375 5.1853 3.5936 0.094
H -3.7987 4.1728 1.3890 0.083
H -5.7311 2.1063 0.3570 0.032
H -5.4916 0.3938 0.7619 0.012
H -5.3649 0.9153 -0.9189 0.029
H -4.1375 3.6249 -0.7005 0.029
H -3.1211 2.6745 -1.7956 0.026
H -2.3748 3.6044 -0.4765 -0.042
O 2.2497 5.8362 2.3519 -0.128
C 2.6096 4.6161 1.7381 -0.295
C 1.6879 3.4486 2.1276 -0.544
C 1.9790 3.1260 3.5922 -0.235
O 1.2157 2.0146 4.0686 -0.149
C 2.0521 2.2751 1.1918 -0.342
Se 2.1043 0.4947 2.0209 1.142
C 0.1973 3.8459 1.9893 -0.556
Se -0.2250 5.1295 0.5450 0.479
H 1.4276 6.1018 1.8874 -0.035
H 3.6353 4.3800 2.0468 0.124
H 2.5885 4.7169 0.6500 0.088
H 1.7871 4.0151 4.1995 0.126
H 3.0237 2.8308 3.7222 0.121
H 0.2816 2.1869 3.8789 0.067
H 3.0471 2.4117 0.7678 0.058
H 1.3470 2.2432 0.3601 0.050
H -0.1304 4.3139 2.9219 0.054
H -0.4148 2.9473 1.8612 0.047
N -1.1680 -3.6311 2.4000 0.072
C -1.6495 -2.5582 1.9385 -0.420
H -0.8738 -4.2963 1.6704 0.033
F 0.3690 4.1897 -6.1702 0.133
C 0.6058 2.8785 -6.0158 -0.588
F -0.2614 2.2251 -6.8141 0.133
F 1.8336 2.6379 -6.5180 0.134
C 0.4906 2.4341 -4.5923 -0.128
C 0.6351 1.0851 -4.2936 0.004
C 0.5167 0.7040 -2.9687 -0.110
N 0.2701 1.5652 -1.9813 0.046
C 0.1431 2.8540 -2.2747 -0.125
C 0.2496 3.3380 -3.5776 0.022
H 0.8281 0.3470 -5.0599 0.121
H 0.6267 -0.3397 -2.6847 0.116
H -0.0452 3.5434 -1.4481 -0.013
H 0.1347 4.3969 -3.7606 0.120
```


One molecule with the formula C5H8N2S at a distorted geometry. Source: the OMol25 dataset; level of theory: ωB97M-V/def2-TZVPD.

Values from the calculation:
SMILES string: C[C@]12C[C@H]1N(S)C=N2
Orbital gap, eV: 9.69
Relative energy (zero: lowest compared OMol25 entry of this formula, charge and spin), eV: 1.751
M, g mol⁻¹: 128.20
LUMO level, Eh: 0.02666
Highest occupied orbital energy, Ha: -0.330

XYZ file:
```
16
Properties=species:S:1:pos:R:3:lowdin_charge:R:1
C 1.6794 1.2793 0.0308 -0.024
C 0.7300 0.1238 -0.1734 -0.463
C 0.1780 -0.1983 -1.5302 -0.029
C -0.7592 0.2214 -0.4529 -0.243
N -1.3284 -0.8698 0.3111 -0.496
S -2.8899 -0.8706 0.9409 0.782
C -0.2422 -1.4857 0.9453 -0.237
N 0.9075 -1.0083 0.7109 0.127
H 1.4229 2.1019 -0.6099 0.068
H 2.7180 0.9562 -0.1664 0.088
H 1.6253 1.6348 1.0766 0.084
H 0.1562 -1.2005 -1.8450 0.102
H 0.3673 0.5263 -2.3019 0.108
H -1.3493 1.1328 -0.4861 0.139
H -2.7474 0.0077 2.0001 -0.120
H -0.4681 -2.3510 1.5501 0.114
```


C15H14Cl5N3O4Pd as an isolated structure. Source: the OMol25 dataset; level of theory: ωB97M-V/def2-TZVPD.

Values from the calculation:
Orbital gap, eV: 6.02
Relative energy (zero: lowest compared OMol25 entry of this formula, charge and spin), eV: 0.911
M, g mol⁻¹: 583.98
Net charge: +2
LUMO level, Eh: -0.28805
Highest occupied orbital energy, Ha: -0.509

XYZ file:
```
42
Properties=species:S:1:pos:R:3:lowdin_charge:R:1
Pd 1.0264 0.2755 0.6731 0.839
Cl 0.0789 2.7648 1.7072 0.763
C 1.8027 2.7449 1.5298 -0.670
C 2.3805 1.6058 1.0091 -0.254
C 3.7425 1.5732 0.7671 -0.660
Cl 4.5213 0.2950 -0.0838 0.754
C 4.5252 2.6735 1.1497 -0.691
Cl 6.2160 2.6480 0.9031 0.749
C 3.9378 3.8113 1.7106 -0.693
Cl 4.8892 5.1554 2.1440 0.764
C 2.5529 3.8561 1.8895 -0.701
Cl 1.7894 5.2381 2.5354 0.756
C -0.2993 -5.0531 -0.2850 0.055
C -0.3166 -3.5992 -0.4804 -0.304
C -0.1980 -2.9594 -1.7931 0.056
O -0.5802 -2.8037 0.4905 0.189
C 2.7009 -2.6238 0.2050 -0.393
O 2.8763 -3.6296 -0.3305 0.260
O 2.4419 -1.6200 0.7289 0.081
H -1.3381 -5.3692 -0.4707 0.149
H -0.0308 -5.3471 0.7298 0.123
H 0.3323 -5.5538 -1.0144 0.124
H -1.2250 -2.9923 -2.1923 0.149
H 0.4365 -3.5228 -2.4721 0.124
H 0.0866 -1.9084 -1.7235 0.101
H -0.7085 -3.2554 1.3463 0.181
C -2.0380 1.9472 -2.8678 0.027
N -2.3345 1.3936 -1.5388 -0.029
C -3.5936 1.4217 -1.0267 -0.006
C -3.8670 0.9706 0.2162 0.023
C -2.7688 0.4798 0.9793 -0.378
N -1.5395 0.4371 0.4734 0.093
C -1.3011 0.9094 -0.7750 -0.546
O -0.1380 0.9046 -1.2337 -0.052
N -2.9455 0.0720 2.2415 0.189
H -2.9619 1.9859 -3.4373 0.101
H -1.3180 1.3086 -3.3690 0.097
H -1.6168 2.9458 -2.7712 0.113
H -4.3545 1.8348 -1.6743 0.148
H -4.8674 1.0147 0.6174 0.125
H -3.8480 0.1237 2.6813 0.126
H -2.1484 -0.1530 2.8112 0.114
```


A 2-piece molecular cluster, C10H10Cl2Si overall at a distorted geometry. Source: the OMol25 dataset; level of theory: ωB97M-V/def2-TZVPD.

Values from the calculation:
Orbital gap (alpha / beta), eV: 6.20 / 6.57
Relative energy (zero: lowest compared OMol25 entry of this formula, charge and spin), eV: 1.782
M, g mol⁻¹: 229.18
LUMO level (alpha / beta), Eh: -0.03739 / -0.02997
Highest occupied orbital energy (alpha / beta), Ha: -0.265 / -0.271

XYZ file:
```
23
Properties=species:S:1:pos:R:3:lowdin_charge:R:1
C 2.8236 -1.1369 -0.9202 -0.088
C 2.0477 -2.2018 -0.5093 -0.122
C 2.4765 0.1898 -0.5152 -0.005
C 1.0783 -2.0975 0.4475 -0.037
C 1.4192 0.3201 0.4199 -0.222
C 0.7612 -0.7975 0.8789 -0.254
C 0.7900 1.4875 1.0246 -0.030
C -0.2653 1.0539 1.7686 -0.153
C -0.2817 -0.3497 1.7718 -0.101
C -1.7396 -0.0822 -1.8669 -0.210
Si -2.5204 -0.6956 -0.1755 -0.105
Cl -3.9444 0.5012 0.6012 0.286
Cl -3.2504 -2.5916 -0.0971 0.278
H 3.5753 -1.2918 -1.6590 0.084
H 2.2903 -3.2118 -0.8005 0.099
H 2.9968 1.1342 -0.8573 0.121
H 0.4677 -2.8686 0.7932 0.093
H 1.2087 2.4161 0.7801 0.089
H -0.7000 1.7413 2.4500 0.096
H -0.5723 -0.8159 2.7015 0.106
H -1.1441 0.8047 -1.7548 0.019
H -1.1665 -0.9651 -2.1334 0.011
H -2.6131 -0.0338 -2.5799 0.046
```


C11H17BFeN6O3S as an isolated structure at a distorted geometry. Source: the OMol25 dataset; level of theory: ωB97M-V/def2-TZVPD.

Values from the calculation:
Multiplicity: 5
Orbital gap (alpha / beta), eV: 9.74 / 8.77
Relative energy (zero: lowest compared OMol25 entry of this formula, charge and spin), eV: 0.000
M, g mol⁻¹: 380.02
LUMO level (alpha / beta), Eh: 0.01606 / 0.00455
Highest occupied orbital energy (alpha / beta), Ha: -0.342 / -0.318

XYZ file:
```
40
Properties=species:S:1:pos:R:3:lowdin_spin:R:1
H 0.3343 -1.5615 -2.7982 0.001
N -0.9552 -0.6694 -1.3868 0.060
B -2.8974 0.2317 -0.0839 0.001
N -2.3354 -0.4646 -1.3320 0.006
C -2.8846 -0.8390 -2.4979 0.011
Fe 0.2807 -0.0511 -0.1156 3.618
H -3.9408 -0.6849 -2.6589 0.001
C -1.8784 -1.3943 -3.2977 0.004
H -1.9985 -1.8408 -4.2620 0.001
C -0.6824 -1.2686 -2.5736 0.015
H -4.0779 0.2950 -0.0506 0.000
C 3.6521 1.4601 1.2784 0.004
H 4.7187 1.2306 1.1376 0.000
H 3.2302 0.7698 2.0223 0.001
H 3.5432 2.5161 1.5756 0.000
N -2.1649 1.5879 -0.1161 0.005
N -2.2817 -0.4086 1.1845 0.004
N -0.7538 1.6079 -0.1323 0.055
N -0.9042 -0.6500 1.2537 0.055
C -2.6440 2.8350 -0.1504 0.014
C -2.8460 -0.7642 2.3460 0.011
H -3.7203 2.9762 -0.1537 0.001
H -3.9002 -0.5857 2.4827 0.001
C -1.5633 3.7133 -0.1720 0.005
C -1.8663 -1.3424 3.1543 0.005
C -0.4019 2.9194 -0.1688 0.024
C -0.6575 -1.2550 2.4443 0.017
H -1.6323 4.7864 -0.1908 0.001
H -2.0235 -1.7844 4.1131 0.001
H 0.6434 3.2132 -0.1902 0.002
H 0.3385 -1.5931 2.7098 0.001
H 3.1032 1.2539 0.3461 0.003
C 4.3577 -1.5318 -0.9894 0.002
S 3.0132 -2.0955 0.1095 0.009
O 2.7170 -3.4991 -0.1079 0.002
O 3.3259 -1.7375 1.4945 0.002
O 1.9084 -1.2246 -0.4892 0.060
H 5.3713 -1.9319 -0.8486 0.000
H 4.4267 -0.4435 -0.8722 0.000
H 4.0458 -1.7751 -2.0133 0.000
```